Entry 1:
Density functional theory data (ωB97M-V/def2-TZVPD) for a 3-piece molecular cluster, C3H15N2O2S overall in a non-equilibrium geometry.

Bonds (Å) are listed after each position.
Element x y z (Å)
1 H 0.23 3.50 -0.59  O6 0.965
2 H -0.71 1.04 1.63  C23 1.108
3 H -1.35 -0.08 -0.87  N11 1.115
4 H -2.18 -1.51 1.39  N16 1.030
5 H -0.97 -2.76 -1.82  O12 0.948
6 O -0.54 2.93 -0.62  H1 0.965, H19 0.961
7 C 1.72 0.43 0.71  H8 1.113, S9 1.822, H18 1.172, C22 1.550
8 H 2.18 0.33 1.72  C7 1.113
9 S 2.92 0.05 -0.61  C7 1.822, H20 1.391
10 H 0.09 -0.43 -1.66  N11 0.957
11 N -0.24 0.04 -0.89  H3 1.115, H10 0.957, H13 0.974, C22 1.538
12 O -0.21 -2.34 -2.20  H5 0.948, H14 0.940
13 H -0.04 0.99 -0.96  N11 0.974
14 H 0.33 -3.03 -2.54  O12 0.940
15 H -0.31 -0.45 2.41  C23 1.069
16 N -2.02 -0.51 1.19  H4 1.030, H21 0.956, C23 1.479
17 H 0.59 -1.47 0.43  C22 1.096
18 H 1.55 1.59 0.71  C7 1.172
19 H -1.30 3.44 -0.90  O6 0.961
20 H 3.06 -1.28 -0.24  S9 1.391
21 H -2.57 -0.02 1.81  N16 0.956
22 C 0.43 -0.38 0.43  C7 1.550, N11 1.538, H17 1.096, C23 1.531
23 C -0.64 -0.06 1.47  H2 1.108, H15 1.069, N16 1.479, C22 1.531

Computed properties:
Charge: 0
LUMO level (alpha / beta) in eV: 0.33 / 0.36
E_HOMO (alpha / beta) in eV: -2.3 / -9.6
Expectation value of S²: 0.75
Spin multiplicity: 2
Total energy in Eh: -781.3251
Kohn-Sham gap (alpha / beta) in eV: 2.65 / 9.95

=====

Entry 2:
Density functional theory data (ωB97M-V/def2-TZVPD) for one molecule with the formula C3H4N4O in a non-equilibrium geometry.

Bonds (Å) are listed after each position.
Element x y z (Å)
1 C -0.26 -0.39 -0.76  C2 1.403, O8 1.335, N11 1.646
2 C 0.82 0.27 -0.14  C1 1.403, C6 1.420, N9 1.358
3 H 1.83 2.07 0.05  N9 1.006
4 H 0.19 2.12 -0.62  N9 1.009
5 N -2.31 -0.46 0.46  H10 1.031, N11 1.234
6 C 1.85 -0.50 0.45  C2 1.420, N7 1.152
7 N 2.64 -1.28 0.76  C6 1.152
8 O -0.29 -1.72 -0.79  C1 1.335, H12 0.980
9 N 0.98 1.61 -0.24  C2 1.358, H3 1.006, H4 1.009
10 H -3.17 0.01 0.76  N5 1.031
11 N -1.45 0.35 0.11  C1 1.646, N5 1.234
12 H -0.83 -2.08 -0.05  O8 0.980

Computed properties:
Charge: 0
LUMO level in eV: -0.55
E_HOMO in eV: -8.4
SMILES: [H]/N=N/C(O)=C(\N)C#N
Spin multiplicity: 1
Total energy in Eh: -410.8410
Kohn-Sham gap in eV: 7.85

=====

Entry 3:
Density functional theory data (ωB97M-V/def2-TZVPD) for a 2-piece molecular cluster, CH3O4S overall in a non-equilibrium geometry.

Bonds (Å) are listed after each position.
Element x y z (Å)
1 O 1.19 -1.66 -1.17  S6 1.467
2 H 0.73 1.35 -1.31  C9 1.076
3 O 1.13 -1.05 1.24  S6 1.458
4 H -1.51 -0.36 1.05  O7 0.896
5 O -3.02 -0.19 -0.08  O7 1.409
6 S 0.82 -0.69 -0.13  O1 1.467, O3 1.458, C9 1.672
7 O -1.81 0.26 0.48  H4 0.896, O5 1.409
8 H 1.15 1.48 0.46  C9 1.196
9 C 1.31 0.86 -0.55  H2 1.076, S6 1.672, H8 1.196

Computed properties:
Charge: -1
LUMO level (alpha / beta) in eV: 3.64 / 2.26
E_HOMO (alpha / beta) in eV: -4.3 / -2.5
Spin multiplicity: 1
Total energy in Eh: -738.8570
Kohn-Sham gap (alpha / beta) in eV: 7.91 / 4.79

=====

One value per record, in order, for ΔE to the lowest compared entry with this formula, charge and spin: 1.0084 4.4150 7.3024 eV.